Record 1
Computed, not measured: C16H21N3O6S in the gas phase, with ωB97M-V/def2-TZVPD.

```
47
Properties=species:S:1:pos:R:3:nbo_charge:R:1
C 4.274 4.428 -0.240 -0.64
C 2.834 3.938 -0.275 -0.07
O 2.681 2.704 0.427 -0.53
C 3.032 1.592 -0.255 0.89
O 3.365 1.586 -1.417 -0.66
N 3.003 0.483 0.527 -0.45
C 2.388 0.433 1.835 -0.22
C 1.017 -0.243 1.729 -0.25
N 1.188 -1.544 1.128 -0.67
S -0.050 -2.639 1.354 2.34
O -0.426 -2.552 2.731 -0.94
O 0.415 -3.899 0.855 -0.94
C -1.411 -1.990 0.364 -0.36
C -2.203 -1.082 1.050 -0.23
C -3.247 -0.435 0.414 0.31
C -3.481 -0.703 -0.942 0.11
C -2.690 -1.623 -1.609 -0.23
C -1.640 -2.285 -0.975 0.02
C -0.828 -3.267 -1.759 -0.66
N -4.496 -0.004 -1.588 -0.60
C -5.400 0.775 -0.937 0.65
O -6.247 1.413 -1.513 -0.57
C -5.290 0.713 0.582 -0.17
O -3.991 0.483 1.090 -0.48
C 1.781 -1.499 -0.187 -0.25
C 3.150 -0.818 -0.089 -0.22
H 4.616 4.519 0.788 0.21
H 4.340 5.398 -0.724 0.22
H 4.914 3.726 -0.766 0.22
H 2.166 4.634 0.237 0.19
H 2.508 3.800 -1.311 0.20
H 3.031 -0.161 2.491 0.20
H 2.291 1.442 2.229 0.24
H 0.344 0.388 1.126 0.18
H 0.583 -0.398 2.716 0.24
H -2.011 -0.899 2.094 0.26
H -2.888 -1.826 -2.651 0.22
H -0.132 -2.743 -2.414 0.22
H -0.267 -3.917 -1.097 0.26
H -1.481 -3.870 -2.387 0.22
H -4.572 -0.073 -2.595 0.42
H -5.974 -0.082 0.923 0.20
H -5.627 1.661 1.007 0.23
H 1.146 -0.933 -0.887 0.18
H 1.883 -2.527 -0.532 0.24
H 3.816 -1.424 0.531 0.20
H 3.583 -0.679 -1.080 0.25
```

The SMILES is CCOC(=O)N1CCN(S(=O)(=O)c2cc3c(cc2C)NC(=O)CO3)CC1. Its relative energy (zero: lowest compared OMol25 entry of this formula, charge and spin) is 0.652 eV. Its HOMO-LUMO gap is 0.34016 hartree. The highest occupied orbital energy is -8.850 eV.

***

Record 2
Computed, not measured: an isolated ion of composition C3H9N2O2S and charge +1, with ωB97M-V/def2-TZVPD.

```
17
Properties=species:S:1:pos:R:3:nbo_charge:R:1
C 0.559 -0.213 -1.111 -0.01
C 0.092 -1.549 -1.440 -0.49
C -0.526 0.689 -0.671 -0.25
N 1.582 -0.594 1.058 -0.45
N -0.951 0.247 0.698 -0.90
O 1.017 -3.018 0.442 -0.92
O 1.737 -0.100 -0.276 -0.34
S 0.160 -3.043 -0.766 1.25
H 0.918 0.323 -2.045 0.27
H -0.392 -1.639 -2.424 0.27
H 0.078 1.634 -0.461 0.23
H -1.394 0.646 -1.427 0.24
H 2.561 -0.564 1.544 0.43
H 1.261 -1.756 1.045 0.47
H -1.096 1.069 1.267 0.38
H 0.978 0.045 1.574 0.43
H -2.004 -0.101 0.666 0.40
```

Its relative energy (zero: lowest compared OMol25 entry of this formula, charge and spin) is 3.889 eV. The total charge is +1. Its HOMO-LUMO gap is 0.35058 hartree. The highest occupied orbital energy is -14.195 eV.

***

Record 3
Computed, not measured: C9H10OS in the gas phase, with ωB97M-V/def2-TZVPD.

```
21
Properties=species:S:1:pos:R:3:nbo_charge:R:1
C -2.091 -1.035 -1.108 -0.61
C -1.096 -0.495 -0.067 -0.06
C -1.324 -0.581 1.449 -0.61
C -0.526 0.996 -0.336 -0.44
C 0.979 0.876 -0.107 0.05
C 2.027 1.836 -0.107 -0.30
C 3.252 1.204 0.105 -0.40
S 3.072 -0.471 0.169 0.53
C 1.377 -0.448 -0.065 -0.42
C 0.285 -1.398 -0.140 0.58
O 0.278 -2.609 -0.352 -0.55
H -2.839 -0.363 -1.324 0.21
H -2.418 -1.912 -0.643 0.22
H -1.475 -1.342 -1.974 0.22
H -2.080 -0.016 1.783 0.20
H -0.519 -0.185 1.912 0.21
H -1.440 -1.587 1.745 0.21
H -0.987 1.837 0.162 0.22
H -0.557 1.119 -1.462 0.23
H 1.791 2.867 0.134 0.23
H 4.288 1.706 0.226 0.26
```

The SMILES is CC1(C)Cc2ccsc2C1=O. Its relative energy (zero: lowest compared OMol25 entry of this formula, charge and spin) is 0.000 eV. Its HOMO-LUMO gap is 0.34696 hartree. The highest occupied orbital energy is -9.257 eV.

***

Record 4
Computed, not measured: C8H10N2O as an isolated structure, with ωB97M-V/def2-TZVPD.

```
21
Properties=species:S:1:pos:R:3:nbo_charge:R:1
C -1.357 -1.105 -2.389 -0.21
C -0.907 0.138 -2.880 -0.25
C -1.311 -1.425 -1.066 -0.25
C -0.222 0.958 -2.001 -0.24
C -0.670 -0.585 -0.112 0.12
C -0.052 0.568 -0.638 0.11
C 0.927 0.379 1.562 0.65
C 0.402 0.982 2.818 -0.64
N -0.449 -0.883 1.199 -0.67
N 0.824 1.133 0.345 -0.67
O 2.117 -0.326 1.548 -0.75
H -1.895 -1.863 -3.075 0.21
H -0.934 0.596 -3.828 0.22
H -1.723 -2.359 -0.937 0.21
H 0.363 1.887 -2.216 0.21
H 1.024 1.734 3.063 0.21
H 0.513 0.276 3.650 0.23
H -0.508 1.364 2.659 0.24
H -0.058 -1.744 1.527 0.37
H 1.614 1.336 -0.221 0.40
H 2.302 -1.060 0.991 0.51
```

Its relative energy (zero: lowest compared OMol25 entry of this formula, charge and spin) is 2.993 eV. Its HOMO-LUMO gap is 0.29663 hartree. The highest occupied orbital energy is -7.447 eV.